Record 1
Computed, not measured: a structure of composition C13H28N4O7Ti at a distorted geometry, with the ωB97M-V functional and the def2-TZVPD basis.

Properties
- DFT total energy (Ha) = -2106.81626
- LUMO (alpha / beta) (eV) = -5.3 / -5.7
- ΔE to the lowest compared entry with this formula, charge and spin (kJ/mol) = 238.7

```
! RIJCOSX wB97M-V def2-TZVPD def2/J DEFGRID3
* xyz 1 2
Ti -0.72487 -0.93244 -0.78847
O -1.65126 1.95454 -1.14073
O 1.32363 -2.28096 1.05346
O -1.71919 -1.18957 -3.90857
O -2.44061 -0.81326 -1.69850
O -2.78328 0.70305 0.80313
O 2.38700 -0.94053 -0.72263
O 1.03922 0.92720 1.21847
N -0.69456 1.07950 -1.31767
N 0.05665 -1.89909 0.87956
N -1.84291 -0.29594 0.82741
N 1.26375 -0.51378 -1.21878
C 1.79777 2.06460 0.79673
C 0.21876 1.25541 -2.31668
C -1.88870 -1.13498 1.88777
C -0.01800 2.25462 -3.38425
C -0.44801 -2.85738 3.13438
C 2.57803 0.46083 -3.04537
C 1.34195 0.39411 -2.23199
C -0.61996 -2.51414 -2.23607
C -0.76109 -2.00680 1.95925
C 2.45085 2.71748 2.01319
C -2.99935 -1.08400 2.87677
C 0.93880 0.93589 2.65244
C 1.70322 2.13034 3.21739
H 3.51202 2.44666 2.04795
H -2.98992 -0.02533 -1.50087
H 0.92963 2.53370 -3.85895
H -1.02472 -2.15292 -3.31561
H 3.44707 0.63492 -2.40271
H 1.11508 2.75956 0.28616
H 0.33754 -3.03074 -2.35224
H -2.26017 -0.93141 -2.87136
H -0.67272 -2.32218 4.06025
H 1.34498 -0.02119 3.01227
H -1.40590 -3.19814 -1.86394
H 2.73629 -0.47733 -3.59042
H 1.88021 -1.71506 0.29956
H 0.99904 2.85917 3.62869
H 0.60077 -3.15554 3.14084
H -2.41487 1.33221 0.06678
H -0.50153 3.14867 -2.96853
H 2.39481 3.80719 1.96062
H -0.67030 1.82187 -4.16185
H -1.07569 -3.75525 3.12429
H -2.22302 -1.49835 -4.68226
H 2.51155 1.26596 -3.77999
H -3.22354 -2.10175 3.22550
H -3.90200 -0.65598 2.42257
H -2.73133 -0.48495 3.76091
H -0.12862 0.96770 2.91389
H 2.53337 1.70756 0.06644
H 2.37416 1.82625 4.02177
*
```

Record 2
Computed, not measured: a structure of composition C13H28N5S5V, with the ωB97M-V functional and the def2-TZVPD basis.

Properties
- DFT total energy (Ha) = -3720.70413
- LUMO (alpha / beta) (eV) = -3.5 / -3.5

```
! RIJCOSX wB97M-V def2-TZVPD def2/J DEFGRID3
* xyz 1 4
V -0.48790 1.37454 0.73367
S -0.57787 -0.66528 1.88661
S -4.63351 0.40554 2.94981
S -2.88806 1.44759 0.73253
S -2.63714 -1.45204 3.94353
S -5.28757 -1.31793 5.28080
N 1.47787 -1.70757 -0.82022
N -0.71331 0.74269 -1.58378
N -0.82433 -2.49118 -4.58372
N 1.61876 1.56398 0.45402
N -0.54324 2.42810 2.53330
C 0.10692 -0.43044 -3.57338
C -0.91360 -0.45970 -2.41598
C -3.10136 0.38509 2.09027
C -0.84595 -1.77229 -1.60510
C 2.57035 1.12229 1.50262
C 2.82440 2.17943 2.57119
C 0.52842 3.22814 3.16089
C -2.17453 -0.47958 2.55733
C 0.44804 -1.81517 -4.09810
C 1.09775 -2.68321 -3.02679
C -4.25062 -0.81806 4.12719
C 0.51568 -2.48286 -1.60461
C 1.71270 2.36982 3.61128
H -0.87855 1.74603 3.21193
H 2.15361 2.84433 4.48814
H 2.15697 0.22802 1.97262
H 0.35565 -3.47241 -1.16241
H 1.90461 2.48326 0.12562
H 0.86657 3.97941 2.44265
H -0.64915 1.55300 -2.19327
H -1.61749 -2.47931 -1.93895
H 1.34572 1.38987 3.93111
H 3.73279 1.88277 3.09718
H 0.12822 3.76559 4.02332
H 1.70209 0.92344 -0.33846
H -1.44930 -2.59611 -3.78083
H 2.14998 -2.40051 -2.99005
H 1.06947 -3.73570 -3.32508
H -1.92032 -0.40214 -2.85145
H -0.26192 0.20245 -4.38515
H -0.61892 -3.41644 -4.95885
H 3.03989 3.13921 2.08814
H 1.09656 -1.59986 0.11610
H -1.11461 -1.54778 -0.57000
H 2.33447 -2.24281 -0.71762
H 3.52879 0.86090 1.04440
H 1.09776 -1.74722 -4.96971
H -1.34361 3.03204 2.34604
H -1.57137 0.87679 -1.02389
H 1.03550 0.00439 -3.20137
H -1.29532 -1.94307 -5.30349
*
```

Record 3
Computed, not measured: a cluster of 2 separate species, C13H28NO5 in total at a distorted geometry, with the ωB97M-V functional and the def2-TZVPD basis.

Properties
- DFT total energy (Ha) = -942.70619
- LUMO (eV) = -2.4
- ΔE to the lowest compared entry with this formula, charge and spin (kJ/mol) = 168.9

```
! RIJCOSX wB97M-V def2-TZVPD def2/J DEFGRID3
* xyz 1 1
O -4.00110 -3.77107 2.34433
O -0.94315 -4.29215 0.28222
O -5.60553 -2.23855 -0.23925
O -5.34319 -1.43554 1.95644
O -5.20446 -3.72706 1.68042
N 1.27686 1.93635 -0.22745
C -5.39853 -2.38460 1.16159
C -3.10632 -4.46309 1.42659
C -1.43440 -2.39669 1.76273
C 0.73818 0.48901 -0.20741
C 1.44376 -0.50717 -1.12756
C -1.55702 -3.99192 1.58727
C 2.52025 2.01184 0.66107
C 2.22773 3.80637 -1.64578
C 3.45936 3.87617 -0.75458
C 3.14976 3.39810 0.65457
C 1.60220 2.41828 -1.63515
C 0.16007 2.78772 0.36784
C 0.79590 -0.62140 -2.50668
H -3.38233 -4.17365 0.34166
H -0.07279 2.39706 1.35964
H 1.35758 -1.49481 -0.66123
H 3.22990 1.27045 0.28374
H 2.49827 4.11934 1.15683
H 0.47832 3.82442 0.44114
H 2.32204 1.71862 -2.06338
H 1.49950 4.56310 -1.33891
H -0.32691 0.53593 -0.45102
H -0.28651 -0.75384 -2.42276
H -4.79123 -2.49125 -0.73210
H -1.02239 -4.57784 2.42650
H 2.22032 1.72935 1.67321
H 2.51552 -0.31013 -1.21810
H -0.70944 2.71383 -0.28717
H 0.97947 0.25586 -3.13003
H 3.84067 4.90047 -0.72654
H 2.51240 4.05888 -2.67118
H 0.67536 2.39632 -2.21450
H 0.82430 0.15516 0.83051
H -0.40634 -2.10771 1.33391
H 4.25497 3.25455 -1.18232
H -1.29437 -5.19820 0.08816
H -2.21438 -1.92869 1.06405
H -3.22624 -5.59654 1.51832
H 4.07353 3.37335 1.24023
H -1.52480 -2.04222 2.83904
H 1.19520 -1.48639 -3.03893
*
```

Record 4
Computed, not measured: a structure of composition C13H28O12Zn at a distorted geometry, with the ωB97M-V functional and the def2-TZVPD basis.

Properties
- DFT total energy (Ha) = -3193.91521
- LUMO (eV) = -4.8
- ΔE to the lowest compared entry with this formula, charge and spin (kJ/mol) = 957.2

```
! RIJCOSX wB97M-V def2-TZVPD def2/J DEFGRID3
* xyz 0 1
Zn -0.54800 0.02220 0.37312
O -1.49416 -1.80985 -3.95647
O 5.54739 2.83426 4.80731
O 4.64029 1.40570 -3.26638
O -5.85008 -1.36092 3.01770
O -2.25660 -2.69202 -5.87064
O 3.24939 0.73488 -1.48820
O -6.14389 -2.79704 1.44455
O 0.50239 -2.56002 2.18214
O -1.21585 4.12772 1.17870
O -0.17738 -3.17930 -5.24641
O 5.49222 0.21827 -1.66868
O -4.49340 -1.23654 1.21727
C -5.21605 -0.27711 3.64004
C 5.45816 -0.72435 -0.58886
C 3.46215 1.78062 5.52015
C 3.64391 2.19287 -3.85750
C -0.05305 -4.14671 -6.26141
C -3.55306 -2.26761 -5.77637
C 4.35323 0.78478 -2.13181
C 4.41935 3.97687 6.58177
C -5.40259 -1.78071 1.79781
C -1.35668 -2.58933 -4.90074
C 4.62927 2.79300 5.55573
C -1.49283 5.46305 1.50068
C -5.91500 -3.59825 0.25618
H -4.25744 -2.87038 -6.34963
H -5.02109 -4.22078 0.29455
H -5.66374 -0.24197 4.63323
H 3.43206 1.35549 4.51693
H -0.89406 -4.79076 -6.00452
H -3.87662 -2.11040 -4.74744
H -6.11141 -2.93817 -0.58870
H 3.34236 3.02838 -3.22577
H -0.80921 5.86444 2.24878
H 3.92939 2.54714 -4.84800
H 0.55437 -3.48500 2.49234
H 5.18018 3.94454 7.36163
H 4.47620 -0.71197 -0.11589
H 3.67846 0.90064 6.12591
H -4.13400 -0.27685 3.77157
H 6.17787 -0.53647 0.20789
H 2.72011 1.62690 -3.97737
H -0.34527 -3.80999 -7.25606
H -1.42029 6.20460 0.70511
H -6.78021 -4.25723 0.18364
H -3.62373 -1.27230 -6.21507
H 0.91554 -4.64661 -6.25472
H 5.69252 -1.74123 -0.90372
H 4.62450 4.95393 6.14433
H -5.42886 0.59066 3.01570
H 2.45888 2.14729 5.73716
H 3.44639 3.87427 7.06232
H -2.49194 5.55738 1.92611
*
```

Record 5
Computed, not measured: a cluster of 10 separate species, C13H29F9N9O18S3 in total, with the ωB97M-V functional and the def2-TZVPD basis.

Properties
- DFT total energy (Ha) = -4452.07514
- LUMO (eV) = -4.5

```
! RIJCOSX wB97M-V def2-TZVPD def2/J DEFGRID3
* xyz 1 1
S 0.94609 1.02278 1.30560
S 0.95229 2.27990 -0.32683
S 2.86657 1.10795 1.90187
F 0.38871 -1.40951 1.91441
F 0.14986 -0.55229 -1.52625
F -0.22623 -2.48313 -0.51033
F 1.94678 -1.26935 0.36110
F -1.68585 0.57181 0.38410
F -2.79654 0.37851 -1.86925
F -2.28999 -1.69963 -2.17483
F -2.19259 -1.50234 0.93143
F -3.90887 -1.15717 -0.86057
O 7.04681 0.82403 -0.69141
O -1.87872 -7.02063 -9.72428
O 3.50216 2.69640 4.23744
O 3.82996 -3.51609 -4.73485
O 3.46260 -2.27089 -2.99931
O 1.70479 -6.03847 2.87452
O 4.89295 0.73788 -0.55692
O -0.38977 -6.44879 3.26385
O 2.16592 1.87649 5.71755
O -2.52358 -2.00041 -7.65063
O -0.89362 5.74218 4.82040
O -3.13708 -6.08852 -8.22804
O -5.87860 4.43747 5.90572
O -1.88206 3.70977 1.46535
O -1.23739 6.86273 6.63540
O -3.64992 4.95910 1.47797
O -0.71846 -2.70950 -6.68365
O -5.02927 3.45820 4.18173
N -5.02091 4.31694 5.05598
N -3.09796 3.88222 1.50303
N 0.51719 -5.77507 2.81658
N -0.51183 6.30556 5.83383
N -1.87964 -2.32738 -6.67566
N 3.12089 -2.82337 -4.03717
N -2.15514 -6.12270 -8.95405
N 5.96669 0.39161 -1.03535
N 3.27219 2.20905 5.33652
C 5.90348 -0.63244 -2.11390
C 0.16253 -4.49814 2.13028
C -3.92169 2.64710 1.57066
C -3.88954 5.28761 5.08728
C 4.41465 2.00307 6.27075
C 1.70626 -2.60131 -4.44165
C -0.27112 -1.13035 -0.37446
C 0.95399 6.30206 6.09767
C 0.75220 -0.79883 0.76957
C -2.72485 -0.80883 -1.28824
C -1.73505 -0.72135 -0.06230
C -2.52456 -2.26295 -5.33584
C -1.23279 -4.95723 -8.86057
H -4.32051 6.27839 4.97888
H 5.29154 -0.21927 -2.90850
H -0.37021 2.22904 -0.54970
H 4.20036 2.57305 7.16990
H -3.54064 -1.90546 -5.45729
H -3.63370 2.12470 2.47692
H -3.66957 2.06789 0.68707
H 3.42170 0.71623 0.73654
H -1.80242 -4.07012 -9.11983
H 1.08859 -2.97248 -3.62869
H -0.89441 -4.90669 -7.83150
H 0.66176 -3.70447 2.67556
H 1.13249 6.83502 7.02403
H -1.92976 -1.58236 -4.73500
H -3.20941 5.06149 4.27777
H 1.26453 5.26325 6.16371
H -3.40645 5.19181 6.05402
H 6.91151 -0.84200 -2.45305
H -0.91604 -4.38534 2.15155
H 1.43303 6.79021 5.25413
H 1.50435 -3.13126 -5.36441
H 4.45592 0.94181 6.49785
H 5.31910 2.34763 5.78394
H -4.97310 2.90494 1.59223
H 5.42984 -1.51434 -1.69860
H -2.50399 -3.26604 -4.91884
H 0.54142 -4.56943 1.11431
H 1.57585 -1.53026 -4.56540
H -0.40372 -5.10970 -9.54183
*
```

Record 6
Computed, not measured: a cluster of 2 separate species, C13H29FNO3 in total at a distorted geometry, with the ωB97M-V functional and the def2-TZVPD basis.

Properties
- DFT total energy (Ha) = -892.76257
- LUMO (eV) = -2.9

```
! RIJCOSX wB97M-V def2-TZVPD def2/J DEFGRID3
* xyz 1 1
F -2.12041 0.09189 0.23834
O 4.41405 1.06809 1.60146
O 5.46169 2.14588 -1.10244
O 1.98564 1.98430 -0.10534
N -3.21577 -1.59961 -0.80474
C -5.81890 -1.72362 0.51872
C 6.56885 2.90173 -1.54617
C -1.10644 -2.00237 0.47084
C 5.86116 0.99273 -0.38211
C -4.98902 -3.01605 0.30551
C 0.66122 1.58268 -0.32524
C -3.84812 -2.94449 -0.71035
C 2.25509 2.19068 1.27468
C 4.68742 0.40916 0.37138
C 3.74197 2.31709 1.51920
C -4.28853 -0.58666 -1.14020
C -5.17915 -0.40419 0.05224
C -2.38976 -1.23102 0.37412
H 3.87585 2.77644 2.50046
H -5.96011 0.27169 -0.25454
H -3.85330 0.33635 -1.47758
H -1.21367 -3.05668 0.26061
H 6.65790 1.24524 0.32739
H -5.99806 -1.64709 1.57727
H 1.75514 3.11610 1.59181
H -0.04834 2.33137 0.04862
H -2.95198 -1.35785 1.28585
H 0.52018 1.46870 -1.40024
H 3.79902 0.36884 -0.26275
H 0.46425 0.62251 0.16308
H -0.76047 -1.92949 1.48870
H 6.24136 0.24740 -1.09501
H 6.18704 3.74662 -2.11518
H -4.61081 -3.37275 1.24946
H -4.17188 -3.27461 -1.68140
H -4.67915 0.07954 0.88002
H 4.20630 2.97075 0.77899
H 1.86164 1.35132 1.86290
H -0.33428 -1.57780 -0.14889
H 4.94663 -0.61466 0.64988
H -5.66748 -3.75905 -0.07298
H -3.08050 -3.63676 -0.40935
H 7.22090 2.30390 -2.19249
H -4.85541 -1.05198 -1.92885
H -2.58441 -1.61614 -1.61071
H 7.14687 3.28184 -0.69656
H -6.79423 -1.79998 0.07158
*
```

Record 7
Computed, not measured: a structure of composition C13H29MgN6O7P3S at a distorted geometry, with the ωB97M-V functional and the def2-TZVPD basis.

Properties
- DFT total energy (Ha) = -2990.67459
- LUMO (eV) = -0.1
- ΔE to the lowest compared entry with this formula, charge and spin (kJ/mol) = 104.1

```
! RIJCOSX wB97M-V def2-TZVPD def2/J DEFGRID3
* xyz 0 1
S 1.28165 -1.09654 3.84725
P 1.04574 -2.52419 0.43565
P -1.78923 0.95611 -1.76642
P 0.64984 -0.22019 -2.70379
Mg 0.45115 0.23424 0.14956
O 1.41811 0.33132 -1.56556
O -3.26688 0.42471 -2.14338
O -0.20906 1.99102 -3.66757
O -1.21270 -0.07436 -0.80709
O -1.83669 2.39358 -1.46268
O 1.59216 -0.41910 -3.96576
O 0.13430 -1.69666 -2.48677
N 2.33279 0.27111 1.22759
N -0.62208 0.29867 1.89411
N 0.24811 2.23583 0.37470
N -0.75035 -2.73987 3.66044
N -1.04826 -0.76494 2.55654
N 2.91898 1.47386 1.75881
C -0.79941 4.78340 0.43045
C -1.47754 0.07238 -4.45847
C -0.77092 0.74962 -3.29832
C 1.83911 -3.57871 1.72973
C -1.33888 1.37779 1.89600
C -0.24538 -1.51997 3.25560
C 2.30357 -2.85827 -0.88574
C -1.36722 3.78056 1.18641
C 0.79925 3.19850 -0.34052
C 0.31297 4.49456 -0.35319
C -0.30723 -3.71934 0.02934
C -2.60729 1.51087 2.68667
C -0.82507 2.48952 1.13294
H -1.77051 -0.93751 -4.17836
H -0.38247 -1.61838 -1.66864
H 2.05066 -0.34833 2.01406
H 2.16116 2.12084 1.95879
H -2.89175 0.52443 3.04791
H 2.68189 -3.05149 2.17191
H 1.12574 -3.79608 2.52102
H -2.36523 0.64478 -4.72817
H -2.22953 3.98384 1.79800
H 1.80319 0.43155 -4.35589
H -0.99609 -3.32450 -0.71441
H 1.66955 2.90439 -0.91355
H 3.06978 -0.21060 0.71372
H 2.03881 -3.74058 -1.46519
H -3.39423 -0.48809 -1.88989
H 3.27235 -3.01223 -0.41277
H 3.36630 1.26646 2.65538
H -0.81221 0.00765 -5.31981
H 2.18674 -4.51141 1.28218
H 0.11259 -4.66293 -0.32290
H -0.34645 -3.08602 4.51973
H -0.67543 2.66451 -3.14024
H -3.39852 1.91766 2.05861
H 2.38289 -2.01186 -1.56117
H 0.78412 5.25086 -0.96058
H -0.86228 -3.88943 0.95237
H -1.22228 5.77780 0.44224
H -2.45717 2.16365 3.54702
H -1.75513 -2.82445 3.60213
*
```

Record 8
Computed, not measured: a cluster of 2 separate species, C13H29N2O3Si in total at a distorted geometry, with the ωB97M-V functional and the def2-TZVPD basis.

Properties
- DFT total energy (Ha) = -1137.24320
- LUMO (eV) = -3.4
- ΔE to the lowest compared entry with this formula, charge and spin (kJ/mol) = 0.0

```
! RIJCOSX wB97M-V def2-TZVPD def2/J DEFGRID3
* xyz 1 1
Si 0.72376 2.75677 0.19300
O 2.59164 -4.22611 0.41913
O -1.84603 -2.27623 -1.45531
O -1.89657 2.77827 -0.61167
N 0.22803 -1.62338 -0.76175
N 0.78954 -4.94516 -0.79515
C -3.00133 3.52125 -0.09241
C 1.46448 2.28786 -1.46768
C -1.07872 2.19514 0.40163
C -0.07272 -5.38670 0.35683
C 2.29462 -4.96405 -0.44991
C -1.51964 2.86691 1.73562
C 1.75404 1.91492 1.53321
C -1.31635 0.67981 0.52715
C -1.68564 0.03634 -0.82996
C 0.79619 4.62315 0.32523
C 3.15398 -5.79526 -1.33112
C -2.71889 3.76857 1.39409
C -1.16623 -1.36107 -1.03658
H -1.11091 -5.27607 0.05802
H -3.01113 4.46300 -0.64573
H -1.30508 0.65934 -1.64560
H -1.81138 2.15032 2.50794
H 3.18954 -5.34457 -2.32612
H -3.93647 2.97906 -0.25659
H 0.90705 2.70962 -2.30839
H -2.50969 4.82544 1.55983
H -3.58500 3.51478 2.00520
H 4.15374 -5.82315 -0.90918
H -2.77105 -0.03605 -0.89917
H -0.74910 3.46767 2.22899
H 2.55315 2.57203 1.88027
H -2.14393 0.47415 1.21583
H -0.43720 0.19671 0.96815
H 0.30565 -1.81041 0.23614
H 0.14705 -6.42556 0.58474
H 1.11336 1.63555 2.37284
H 2.76495 -6.81117 -1.42116
H 2.19202 1.00610 1.10847
H 0.75840 -0.76590 -0.89971
H 0.58322 -3.94242 -0.96061
H 0.57863 -5.47207 -1.64269
H 2.47213 2.71827 -1.50794
H 1.59421 1.20991 -1.61226
H 0.93021 4.94428 1.36197
H 1.62091 4.99977 -0.28208
H -0.13766 5.07360 -0.02584
H 0.15027 -4.74324 1.20030
*
```

- The highest DFT total energy belongs to which entry?
  C13H29FNO3

- The lowest DFT total energy belongs to which entry?
  C13H29F9N9O18S3

- Look up the DFT total energy of the second one.
  -3720.70413 Ha